[1]
Computed, not measured: a single C4H4N2O3 molecule in a non-equilibrium geometry, with ωB97M-V with the def2-TZVPD basis set.

The SMILES is O/N=c1\onccc1O. The orbital gap comes out at 8.5032 eV. The HOMO energy comes out at -8.69 eV. The energy above the lowest of the compared OMol25 structures with the same formula, charge and spin comes out at 625.6 kJ/mol. The LUMO energy is -0.18 eV. The total energy is -489.8456 hartree. As for the spin multiplicity: 1.

Geometry (Å):
C  0.119  -0.551  -0.365
C  0.235  2.121  0.324
C  -0.164  1.187  1.387
C  -0.086  -0.118  1.009
H  0.377  -2.832  -2.542
H  0.091  3.362  0.262
H  -0.306  1.327  2.389
H  -0.751  -1.992  1.026
N  -0.143  -1.723  -0.917
N  0.713  1.712  -0.789
O  0.024  -1.756  -2.306
O  0.675  0.438  -1.134
O  -0.782  -1.176  1.656



[2]
Computed, not measured: a molecular structure, C15H41CrN5O12 in a non-equilibrium geometry, with ωB97M-V with the def2-TZVPD basis set.

Its expectation value of S² is 6.029. The orbital gap (alpha / beta) comes out at 4.8540 / 5.2781 eV. The HOMO energy (alpha / beta) comes out at -8.64 / -8.64 eV. The LUMO energy (alpha / beta) is -3.79 / -3.37 eV. The total energy is -2816.9950 hartree. As for the spin multiplicity: 5.

Geometry (Å):
Cr  23.626  -27.959  -21.075
C  25.822  -24.293  -20.949
C  24.617  -25.189  -20.889
O  23.531  -24.828  -21.327
O  24.809  -26.408  -20.475
H  26.728  -24.759  -21.349
H  26.145  -24.130  -19.915
H  25.694  -23.373  -21.506
N  24.070  -29.414  -18.096
O  23.875  -28.807  -19.198
O  25.144  -29.290  -17.530
O  23.182  -30.134  -17.634
C  23.960  -32.392  -14.947
O  24.427  -33.199  -14.170
N  23.285  -31.234  -14.668
N  24.048  -32.467  -16.333
H  22.852  -30.883  -15.498
H  23.195  -30.894  -13.730
H  23.843  -31.626  -16.866
H  24.346  -33.322  -16.764
C  29.247  -26.658  -14.160
O  27.929  -27.205  -14.021
C  27.101  -27.096  -15.168
C  26.805  -25.666  -15.582
N  27.733  -25.159  -16.573
C  27.286  -23.872  -17.089
C  28.197  -23.109  -18.010
O  27.677  -21.896  -18.535
C  27.052  -21.033  -17.573
H  29.672  -27.147  -13.273
H  29.291  -25.597  -13.909
H  29.808  -26.968  -15.039
H  26.161  -27.592  -14.921
H  27.551  -27.675  -15.985
H  26.800  -24.994  -14.719
H  25.752  -25.657  -15.922
H  27.682  -25.728  -17.420
H  27.054  -23.209  -16.244
H  26.271  -23.960  -17.532
H  28.576  -23.724  -18.830
H  29.098  -22.768  -17.474
H  26.102  -21.464  -17.263
H  26.903  -20.106  -18.118
H  27.781  -20.899  -16.768
C  20.182  -32.159  -19.150
O  19.863  -33.329  -18.445
C  20.715  -33.594  -17.351
C  20.616  -32.523  -16.253
N  19.220  -32.384  -15.884
C  18.909  -31.122  -15.248
C  19.403  -31.144  -13.801
O  18.795  -30.073  -13.090
C  18.975  -30.148  -11.701
H  19.635  -32.169  -20.101
H  21.218  -32.067  -19.490
H  19.759  -31.296  -18.627
H  21.767  -33.641  -17.664
H  20.510  -34.601  -16.993
H  21.081  -31.595  -16.615
H  21.199  -32.876  -15.398
H  18.640  -32.677  -16.655
H  17.845  -30.893  -15.254
H  19.459  -30.319  -15.765
H  20.481  -30.972  -13.697
H  19.152  -32.102  -13.334
H  18.328  -30.886  -11.221
H  18.819  -29.165  -11.258
H  20.026  -30.383  -11.479
O  26.870  -26.973  -18.677
H  26.130  -26.660  -19.223
H  26.558  -27.809  -18.305
O  26.848  -32.296  -16.865
H  26.862  -31.508  -16.312
H  25.975  -32.282  -17.271



[3]
Computed, not measured: a single C3H6OSi molecule in a non-equilibrium geometry, with ωB97M-V with the def2-TZVPD basis set.

The SMILES is C=CC(=O)[SiH3]. The orbital gap comes out at 9.4685 eV. The HOMO energy comes out at -9.33 eV. The energy above the lowest of the compared OMol25 structures with the same formula, charge and spin comes out at 163.4 kJ/mol. The LUMO energy is 0.14 eV. The total energy is -482.5482 hartree. As for the spin multiplicity: 1.

Geometry (Å):
C  -1.036  -1.258  -0.676
C  -1.088  -0.468  0.359
C  -0.356  0.844  0.475
O  -0.993  1.899  0.456
Si  1.509  0.701  0.141
H  -1.472  -2.233  -0.553
H  -0.665  -0.940  -1.593
H  -1.811  -0.661  1.183
H  2.207  2.019  -0.286
H  2.249  0.448  1.431
H  1.458  -0.351  -0.937



[4]
Computed, not measured: a molecular structure, C8H11ClF9FeOY in a non-equilibrium geometry, with ωB97M-V with the def2-TZVPD basis set.

Its expectation value of S² is 8.778. The orbital gap (alpha / beta) comes out at 4.8118 / 6.1391 eV. The HOMO energy (alpha / beta) comes out at -2.76 / -4.07 eV. The energy above the lowest of the compared OMol25 structures with the same formula, charge and spin comes out at 138.7 kJ/mol. The LUMO energy (alpha / beta) is 2.06 / 2.07 eV. The total energy is -3047.6702 hartree. As for the spin multiplicity: 6. Its charge is -1.

Geometry (Å):
Fe  -0.987  2.040  -1.635
Cl  -3.073  2.615  -1.676
C  -0.740  1.661  -3.537
C  -0.085  3.775  -1.506
H  -0.403  2.588  -4.017
H  -0.008  0.851  -3.621
H  -1.720  1.348  -3.936
H  0.176  4.086  -2.530
H  0.802  3.648  -0.868
H  -0.789  4.491  -1.047
Y  -0.275  -0.397  1.171
C  0.827  0.864  2.735
C  0.403  0.716  -0.798
H  1.658  1.359  2.213
H  0.124  1.641  3.080
H  1.210  0.317  3.608
H  1.410  1.209  -0.612
H  0.706  -0.056  -1.556
F  -2.312  -3.318  1.329
C  -1.209  -4.084  1.034
F  -1.383  -5.304  1.605
F  -1.197  -4.233  -0.308
C  0.079  -3.372  1.526
O  0.365  -2.298  0.687
C  -0.189  -2.939  3.007
F  -0.853  -3.820  3.762
F  0.952  -2.557  3.629
F  -1.014  -1.737  3.011
C  1.329  -4.295  1.402
F  1.305  -5.329  2.288
F  1.422  -4.798  0.146
F  2.438  -3.550  1.638



[5]
Computed, not measured: a gas-phase ion, C4H9N2O (charge +1) in a non-equilibrium geometry, with ωB97M-V with the def2-TZVPD basis set.

The SMILES is C[N+]1=C(O)CCN1. The orbital gap comes out at 10.1585 eV. The HOMO energy comes out at -13.63 eV. The energy above the lowest of the compared OMol25 structures with the same formula, charge and spin comes out at 319.4 kJ/mol. The LUMO energy is -3.48 eV. The total energy is -342.2356 hartree. As for the spin multiplicity: 1. Its charge is +1.

Geometry (Å):
C  -0.049  0.288  0.867
C  1.400  0.165  0.739
C  1.640  -0.580  -0.593
C  -2.151  0.049  -0.685
N  0.280  -0.610  -1.181
N  -0.565  -0.107  -0.279
O  -0.817  0.729  1.845
H  1.851  1.173  0.827
H  1.958  -0.377  1.618
H  2.198  0.127  -1.245
H  2.100  -1.596  -0.363
H  -2.691  1.099  -0.428
H  -2.687  -0.715  -0.142
H  -2.158  -0.105  -1.700
H  0.054  -0.017  -2.009
H  -0.363  0.478  2.729



[6]
Computed, not measured: a molecular structure, C16H29BaN9O2SSe, with ωB97M-V with the def2-TZVPD basis set.

The orbital gap comes out at 7.4548 eV. The HOMO energy comes out at -13.55 eV. The LUMO energy is -6.09 eV. The total energy is -4095.1567 hartree. As for the spin multiplicity: 1. Its charge is +2.

Geometry (Å):
Ba  0.451  1.787  0.205
N  1.360  -0.834  -0.848
C  0.188  -1.376  -1.577
C  -0.155  -2.810  -1.186
C  -1.456  -3.364  -1.773
C  -1.575  -3.299  -3.301
N  -2.072  -1.997  -3.763
C  -3.356  -1.689  -3.931
N  -4.249  -2.609  -4.303
N  -3.736  -0.431  -3.728
C  -0.935  -0.369  -1.286
O  -1.193  -0.177  -0.067
O  -1.376  0.323  -2.233
H  2.221  -1.087  -1.318
H  1.406  -1.242  0.084
H  0.427  -1.315  -2.641
H  -0.228  -2.853  -0.096
H  0.682  -3.452  -1.475
H  -2.316  -2.851  -1.332
H  -1.538  -4.410  -1.470
H  -2.250  -4.076  -3.652
H  -0.616  -3.484  -3.785
H  -1.513  -1.184  -3.510
H  -3.953  -3.482  -4.702
H  -5.227  -2.381  -4.360
H  -3.113  0.187  -3.215
H  -4.638  -0.101  -4.022
C  -0.430  -1.817  3.007
N  -0.043  -1.008  4.157
C  -0.215  -1.682  5.447
C  0.752  0.065  4.020
S  1.668  0.305  2.585
N  0.852  0.922  5.047
C  -0.251  1.168  5.976
C  1.937  1.893  5.134
H  -1.339  -2.354  3.272
H  0.352  -2.542  2.761
H  -0.630  -1.194  2.140
H  0.004  -2.740  5.304
H  -1.232  -1.586  5.827
H  0.486  -1.287  6.175
H  -1.166  0.717  5.605
H  -0.400  2.246  6.043
H  -0.038  0.790  6.976
H  2.850  1.479  4.718
H  2.096  2.127  6.185
H  1.688  2.815  4.603
Se  4.659  3.659  -0.157
N  4.772  4.451  -1.722
C  3.594  4.343  -2.307
C  3.244  4.853  -3.594
C  1.978  4.634  -4.023
C  1.050  3.916  -3.204
N  1.314  3.435  -2.020
C  2.589  3.644  -1.558
N  2.955  3.196  -0.368
H  3.980  5.389  -4.178
H  1.641  4.991  -4.986
H  0.046  3.749  -3.578